ORCA calculation (ωB97M-V/def2-TZVPD) on 11 unconnected molecules or ions with the total composition C33H60O33 at a distorted geometry.

Computed properties:
* SMILES: COC(=O)OC.COC(=O)OC.COC(=O)OC.COC(=O)OC.COC(=O)OC.COC(=O)OC.COC(=O)OC.COC(=O)OC.O=C1OCCO1.O=C1OCCO1.O=C1OCCO1
* total charge: 0
* strongest force on any atom: 1.807 eV/Å
* Kohn-Sham gap: 10.95 eV
* spin multiplicity: 1

Last columns: bonded neighbours and bond lengths (Å).
CARTESIAN COORDINATES (ANGSTROEM)
1 C 18.364 12.345 19.130  O2 1.416, H7 1.090, H8 1.087, H9 1.094
2 O 19.758 12.100 19.164  C1 1.416, C3 1.324
3 C 20.463 12.076 18.044  O2 1.324, O4 1.192, O5 1.350
4 O 21.654 12.095 17.995  C3 1.192
5 O 19.647 12.049 16.969  C3 1.350, C6 1.439
6 C 20.256 11.774 15.693  O5 1.439, H10 1.082, H11 1.088, H12 1.094
7 H 18.142 13.306 18.666  C1 1.090
8 H 17.871 12.293 20.097  C1 1.087
9 H 17.894 11.566 18.522  C1 1.094
10 H 21.200 11.250 15.758  C6 1.082
11 H 20.161 12.705 15.137  C6 1.088
12 H 19.523 11.113 15.221  C6 1.094
13 C 18.983 15.586 20.622  O14 1.450, H19 1.085, H20 1.088, H21 1.085
14 O 19.154 15.233 22.018  C13 1.450, C15 1.331
15 C 20.175 15.877 22.577  O14 1.331, O16 1.203, O17 1.325
16 O 20.859 16.718 22.057  C15 1.203
17 O 20.314 15.436 23.819  C15 1.325, C18 1.405
18 C 21.302 15.999 24.643  O17 1.405, H22 1.086, H23 1.095, H24 1.091
19 H 18.139 15.020 20.243  C13 1.085
20 H 19.875 15.251 20.097  C13 1.088
21 H 18.821 16.657 20.558  C13 1.085
22 H 21.582 15.327 25.449  C18 1.086
23 H 20.959 16.921 25.124  C18 1.095
24 H 22.181 16.270 24.056  C18 1.091
25 C 14.313 14.119 19.975  O26 1.443, H31 1.089, H32 1.086, H33 1.085
26 O 13.806 12.772 19.867  C25 1.443, C27 1.339
27 C 14.281 12.010 18.874  O26 1.339, O28 1.209, O29 1.316
28 O 14.739 12.437 17.840  C27 1.209
29 O 14.131 10.748 19.215  C27 1.316, C30 1.438
30 C 14.520 9.749 18.256  O29 1.438, H34 1.087, H35 1.089, H36 1.087
31 H 14.347 14.606 19.002  C25 1.089
32 H 15.269 14.102 20.490  C25 1.086
33 H 13.557 14.609 20.579  C25 1.085
34 H 15.599 9.795 18.131  C30 1.087
35 H 13.968 9.936 17.336  C30 1.089
36 H 14.197 8.773 18.610  C30 1.087
37 C 14.888 17.703 18.475  O38 1.417, H43 1.086, H44 1.088, H45 1.095
38 O 14.827 17.840 17.066  C37 1.417, C39 1.340
39 C 13.937 17.008 16.510  O38 1.340, O40 1.207, O41 1.320
40 O 13.390 16.095 17.078  C39 1.207
41 O 13.769 17.368 15.251  C39 1.320, C42 1.440
42 C 12.962 16.503 14.430  O41 1.440, H46 1.086, H47 1.087, H48 1.087
43 H 15.504 18.434 18.992  C37 1.086
44 H 15.191 16.689 18.727  C37 1.088
45 H 13.899 17.869 18.916  C37 1.095
46 H 12.480 17.167 13.720  C42 1.086
47 H 12.213 15.991 15.027  C42 1.087
48 H 13.612 15.802 13.913  C42 1.087
49 C 15.135 4.202 20.402  O50 1.416, H55 1.091, H56 1.091, H57 1.087
50 O 15.317 4.195 18.997  C49 1.416, C51 1.344
51 C 14.979 5.340 18.378  O50 1.344, O52 1.204, O53 1.321
52 O 14.249 6.169 18.856  C51 1.204
53 O 15.678 5.415 17.260  C51 1.321, C54 1.432
54 C 15.414 6.543 16.417  O53 1.432, H58 1.086, H59 1.088, H60 1.087
55 H 14.107 4.001 20.706  C49 1.091
56 H 15.435 5.155 20.838  C49 1.091
57 H 15.768 3.421 20.817  C49 1.087
58 H 14.959 6.221 15.485  C54 1.086
59 H 16.361 7.055 16.258  C54 1.088
60 H 14.801 7.285 16.923  C54 1.087
61 C 17.937 9.391 13.855  O62 1.414, H67 1.088, H68 1.090, H69 1.093
62 O 16.892 8.524 13.463  C61 1.414, C63 1.329
63 C 15.695 8.681 14.020  O62 1.329, O64 1.207, O65 1.319
64 O 15.474 9.235 15.070  C63 1.207
65 O 14.804 8.063 13.271  C63 1.319, C66 1.411
66 C 13.438 8.253 13.574  O65 1.411, H70 1.092, H71 1.096, H72 1.083
67 H 17.915 10.368 13.377  C61 1.088
68 H 18.871 8.898 13.587  C61 1.090
69 H 17.957 9.445 14.946  C61 1.093
70 H 13.171 9.310 13.500  C66 1.092
71 H 13.202 7.974 14.607  C66 1.096
72 H 12.821 7.660 12.910  C66 1.083
73 C 8.413 13.451 14.913  O74 1.425, H79 1.089, H80 1.086, H81 1.093
74 O 8.714 12.641 16.046  C73 1.425, C75 1.328
75 C 9.944 12.141 16.051  O74 1.328, O76 1.201, O77 1.342
76 O 10.764 12.214 15.177  C75 1.201
77 O 10.094 11.494 17.217  C75 1.342, C78 1.430
78 C 11.239 10.643 17.311  O77 1.430, H82 1.089, H83 1.088, H84 1.089
79 H 9.004 14.366 14.938  C73 1.089
80 H 7.360 13.695 14.817  C73 1.086
81 H 8.660 12.916 13.992  C73 1.093
82 H 12.217 11.092 17.144  C78 1.089
83 H 11.046 9.769 16.692  C78 1.088
84 H 11.256 10.337 18.356  C78 1.089
85 C 9.415 10.451 20.888  O86 1.427, H91 1.090, H92 1.084, H93 1.090
86 O 10.287 9.582 21.609  C85 1.427, C87 1.323
87 C 10.936 8.644 20.940  O86 1.323, O88 1.207, O89 1.325
88 O 10.811 8.411 19.762  C87 1.207
89 O 11.709 7.992 21.797  C87 1.325, C90 1.434
90 C 12.648 7.060 21.242  O89 1.434, H94 1.089, H95 1.087, H96 1.084
91 H 9.973 11.361 20.665  C85 1.090
92 H 8.539 10.673 21.488  C85 1.084
93 H 9.120 9.970 19.956  C85 1.090
94 H 12.118 6.373 20.585  C90 1.089
95 H 13.021 6.453 22.064  C90 1.087
96 H 13.436 7.608 20.739  C90 1.084
97 O 13.264 12.210 11.151  C98 1.189
98 C 13.532 12.460 12.282  O97 1.189, O99 1.336, O102 1.363
99 O 13.181 13.576 12.927  C98 1.336, C100 1.419
100 C 13.724 13.593 14.238  O99 1.419, C101 1.523, H103 1.095, H104 1.087
101 C 14.196 12.156 14.411  C100 1.523, O102 1.426, H105 1.096, H106 1.089
102 O 14.253 11.630 13.087  C98 1.363, C101 1.426
103 H 14.608 14.225 14.370  C100 1.095
104 H 13.026 13.894 15.015  C100 1.087
105 H 13.463 11.551 14.957  C101 1.096
106 H 15.096 12.071 15.018  C101 1.089
107 O 9.585 16.722 16.384  C108 1.189
108 C 10.176 16.168 17.254  O107 1.189, O109 1.348, O112 1.343
109 O 10.274 16.621 18.519  C108 1.348, C110 1.408
110 C 10.935 15.689 19.341  O109 1.408, C111 1.543, H113 1.094, H114 1.091
111 C 11.263 14.521 18.388  C110 1.543, O112 1.417, H115 1.093, H116 1.085
112 O 10.848 15.011 17.124  C108 1.343, C111 1.417
113 H 11.847 16.124 19.760  C110 1.094
114 H 10.400 15.330 20.222  C110 1.091
115 H 10.676 13.624 18.603  C111 1.093
116 H 12.310 14.234 18.384  C111 1.085
117 O 14.966 16.667 21.415  C118 1.190
118 C 15.299 16.719 22.555  O117 1.190, O119 1.347, O122 1.355
119 O 16.564 17.026 22.902  C118 1.347, C120 1.418
120 C 16.705 17.116 24.310  O119 1.418, C121 1.520, H123 1.088, H124 1.091
121 C 15.550 16.228 24.742  C120 1.520, O122 1.449, H125 1.083, H126 1.092
122 O 14.595 16.390 23.665  C118 1.355, C121 1.449
123 H 17.642 16.669 24.636  C120 1.088
124 H 16.649 18.160 24.623  C120 1.091
125 H 15.022 16.463 25.659  C121 1.083
126 H 15.904 15.197 24.677  C121 1.092

---

ORCA calculation (ωB97M-V/def2-TZVPD) on 3 unconnected molecules or ions with the total composition C33H61Br2F2N4O2 at a distorted geometry.

Computed properties:
* total charge: +1
* strongest force on any atom: 4.531 eV/Å
* Kohn-Sham gap (alpha / beta): 8.07 / 8.78 eV
* spin multiplicity: 3

Last columns: bonded neighbours and bond lengths (Å).
CARTESIAN COORDINATES (ANGSTROEM)
1 C -5.749 -1.274 6.755  C2 1.600, H22 1.125, H23 1.118, H24 1.131
2 C -4.152 -1.329 6.661  C1 1.600, C3 1.601, H25 1.125, H26 1.129
3 C -3.801 -0.968 5.141  C2 1.601, C4 1.593, H27 1.122, H28 1.131
4 C -2.315 -0.423 4.957  C3 1.593, C5 1.603, H29 1.128, H30 1.120
5 C -2.435 0.941 4.123  C4 1.603, C6 1.600, H31 1.134, H32 1.120
6 C -2.865 0.621 2.615  C5 1.600, C7 1.584, H33 1.131, H34 1.120
7 C -1.532 0.319 1.817  C6 1.584, C8 1.558, H35 1.129, H36 1.132
8 C -1.688 -0.691 0.640  C7 1.558, N9 1.423, C18 1.425
9 N -1.063 -0.322 -0.584  C8 1.423, C10 1.365, H37 1.022
10 C -1.324 -1.384 -1.399  N9 1.365, F11 1.345, N12 1.370
11 F -0.810 -1.321 -2.641  C10 1.345
12 N -2.060 -2.391 -0.832  C10 1.370, C13 1.478, C18 1.451
13 C -2.496 -3.663 -1.445  N12 1.478, Br14 1.971, C15 1.591, H38 1.129
14 Br -2.826 -3.553 -3.386  C13 1.971
15 C -1.535 -4.897 -1.152  C13 1.591, C16 1.578, Br17 2.002, H39 1.124
16 C -0.328 -4.568 -0.190  C15 1.578, H40 1.121, H41 1.121, H42 1.131
17 Br -2.607 -6.297 -0.203  C15 2.002
18 C -2.315 -1.966 0.532  C8 1.425, N12 1.451, C19 1.553
19 C -3.069 -2.732 1.652  C18 1.553, C20 1.574, H43 1.128, H44 1.133
20 C -4.636 -2.718 1.505  C19 1.574, F21 1.420, H45 1.127, H46 1.131
21 F -5.120 -3.802 0.725  C20 1.420
22 H -6.024 -0.184 6.744  C1 1.125
23 H -6.147 -1.829 7.641  C1 1.118
24 H -6.120 -1.695 5.773  C1 1.131
25 H -3.750 -2.355 6.886  C2 1.125
26 H -3.668 -0.596 7.370  C2 1.129
27 H -4.028 -1.890 4.544  C3 1.122
28 H -4.509 -0.130 4.866  C3 1.131
29 H -1.743 -1.160 4.324  C4 1.128
30 H -1.797 -0.198 5.925  C4 1.120
31 H -1.400 1.403 4.094  C5 1.134
32 H -3.120 1.670 4.625  C5 1.120
33 H -3.365 1.570 2.254  C6 1.131
34 H -3.641 -0.184 2.553  C6 1.120
35 H -0.733 0.000 2.550  C7 1.129
36 H -1.212 1.300 1.350  C7 1.132
37 H -0.541 0.541 -0.752  N9 1.022
38 H -3.494 -3.913 -0.980  C13 1.129
39 H -1.180 -5.373 -2.106  C15 1.124
40 H 0.226 -3.631 -0.459  C16 1.121
41 H 0.408 -5.412 -0.131  C16 1.121
42 H -0.734 -4.435 0.857  C16 1.131
43 H -2.784 -2.325 2.665  C19 1.128
44 H -2.744 -3.815 1.579  C19 1.133
45 H -5.046 -1.733 1.144  C20 1.127
46 H -5.073 -2.871 2.537  C20 1.131
47 C 2.262 3.392 -4.778  C48 1.556, H58 1.088, H59 1.093, H60 1.092
48 C 1.031 2.931 -3.946  C47 1.556, C49 1.547, N53 1.492, C57 1.542
49 C 0.139 1.962 -4.757  C48 1.547, C50 1.524, H61 1.098, H62 1.093
50 C -0.828 2.621 -5.733  C49 1.524, C51 1.524, H63 1.093, H64 1.094
51 C -1.602 3.742 -5.051  C50 1.524, C52 1.536, H65 1.093, H66 1.096
52 C -0.667 4.772 -4.399  C51 1.536, N53 1.497, C55 1.545, C56 1.541
53 N 0.304 4.137 -3.453  C48 1.492, C52 1.497, O54 1.331
54 O -0.367 3.791 -2.356  N53 1.331
55 C 0.068 5.540 -5.521  C52 1.545, H67 1.093, H68 1.092, H69 1.089
56 C -1.513 5.859 -3.709  C52 1.541, H70 1.091, H71 1.092, H72 1.093
57 C 1.653 2.090 -2.812  C48 1.542, H73 1.093, H74 1.093, H75 1.093
58 H 2.258 4.455 -5.010  C47 1.088
59 H 3.196 3.248 -4.229  C47 1.093
60 H 2.349 2.846 -5.719  C47 1.092
61 H -0.462 1.360 -4.062  C49 1.098
62 H 0.764 1.249 -5.301  C49 1.093
63 H -0.291 2.992 -6.611  C50 1.093
64 H -1.532 1.872 -6.106  C50 1.094
65 H -2.251 4.231 -5.782  C51 1.093
66 H -2.269 3.308 -4.298  C51 1.096
67 H 0.768 6.269 -5.105  C55 1.093
68 H -0.645 6.091 -6.139  C55 1.092
69 H 0.615 4.895 -6.207  C55 1.089
70 H -2.200 5.448 -2.967  C56 1.091
71 H -2.127 6.389 -4.440  C56 1.092
72 H -0.876 6.597 -3.215  C56 1.093
73 H 2.256 2.708 -2.142  C57 1.093
74 H 2.305 1.316 -3.226  C57 1.093
75 H 0.898 1.575 -2.212  C57 1.093
76 C 5.886 -0.123 2.193  C77 1.556, H87 1.089, H88 1.092, H89 1.092
77 C 5.511 -1.287 1.232  C76 1.556, C78 1.547, N82 1.495, C86 1.545
78 C 5.553 -0.832 -0.246  C77 1.547, C79 1.523, H90 1.097, H91 1.093
79 C 4.317 -0.091 -0.740  C78 1.523, C80 1.523, H92 1.094, H93 1.094
80 C 3.050 -0.850 -0.367  C79 1.523, C81 1.534, H94 1.096, H95 1.096
81 C 2.974 -1.134 1.138  C80 1.534, N82 1.493, C84 1.546, C85 1.537
82 N 4.186 -1.843 1.645  C77 1.495, C81 1.493, O83 1.330
83 O 4.117 -3.103 1.224  N82 1.330
84 C 2.763 0.208 1.877  C81 1.546, H96 1.093, H97 1.094, H98 1.088
85 C 1.684 -1.916 1.435  C81 1.537, H99 1.091, H100 1.094, H101 1.093
86 C 6.675 -2.289 1.401  C77 1.545, H102 1.092, H103 1.093, H104 1.091
87 H 5.066 0.196 2.836  C76 1.089
88 H 6.669 -0.417 2.895  C76 1.092
89 H 6.244 0.756 1.652  C76 1.092
90 H 5.683 -1.711 -0.889  C78 1.097
91 H 6.435 -0.210 -0.417  C78 1.093
92 H 4.296 0.927 -0.340  C79 1.094
93 H 4.367 0.013 -1.827  C79 1.094
94 H 2.175 -0.273 -0.689  C80 1.096
95 H 3.016 -1.788 -0.933  C80 1.096
96 H 2.727 0.060 2.959  C84 1.093
97 H 1.814 0.665 1.580  C84 1.094
98 H 3.528 0.951 1.661  C84 1.088
99 H 1.615 -2.846 0.869  C85 1.091
100 H 0.806 -1.321 1.163  C85 1.094
101 H 1.603 -2.156 2.498  C85 1.093
102 H 6.689 -2.718 2.405  C86 1.092
103 H 7.631 -1.783 1.242  C86 1.093
104 H 6.630 -3.108 0.682  C86 1.091